Formula: C5H8F2S
Source: the OMol25 dataset
Level of theory: ωB97M-V/def2-TZVPD

- E: -793.19472 a.u.
- HOMO-LUMO gap: 9.633 eV
- ΔE to the lowest compared entry with this formula, charge and spin: 5.8 kJ/mol
- SMILES: CS/C(=C\F)[C@@H](C)F

Last column: natural (NBO) charge in e.
Geometry (Å):
C -1.81 -1.38 0.10  -0.750
S -0.84 -0.91 -1.32  0.290
C -0.17 0.54 -0.68  -0.326
C -0.83 1.64 -0.36  0.257
F -2.17 1.65 -0.41  -0.337
C 1.32 0.58 -0.41  0.201
C 1.78 -0.38 0.76  -0.645
F 1.93 0.28 -1.64  -0.375
H -1.19 -1.55 0.99  0.213
H -2.55 -0.65 0.34  0.224
H -2.32 -2.32 -0.17  0.230
H -0.50 2.62 -0.08  0.182
H 1.63 1.65 -0.21  0.169
H 2.89 -0.39 0.81  0.225
H 1.49 -1.39 0.57  0.222
H 1.36 0.02 1.71  0.220